# 1
ORCA calculation (ωB97M-V/def2-TZVPD) on one molecule with the formula C6H14OP2.

XYZ file:
```
23
C6H14OP2, DFT ωB97M-V/def2-TZVPD
C -1.735 -2.512 0.194
C 1.463 2.935 -0.279
C -1.272 -1.247 -0.519
C -0.705 -0.220 0.457
C -0.279 1.082 -0.237
C 1.112 1.535 0.216
O 2.027 0.618 -0.326
P 4.078 -1.385 -0.572
P 3.264 -0.111 0.762
H -2.040 -3.266 -0.531
H -0.930 -2.926 0.803
H -2.582 -2.299 0.845
H 1.395 2.970 -1.363
H 2.485 3.176 0.011
H 0.789 3.670 0.150
H -2.112 -0.812 -1.063
H -0.497 -1.504 -1.245
H 0.164 -0.663 0.950
H -1.443 -0.005 1.233
H -0.223 0.924 -1.316
H -0.997 1.879 -0.046
H 1.160 1.522 1.314
H 4.987 -1.844 0.398
```

Output
Total charge: 0
Multiplicity: 1
Kohn-Sham gap (eV): 8.37
LUMO (Eh): -0.02477

=====

# 2
ORCA calculation (ωB97M-V/def2-TZVPD) on C5H7NO as an isolated structure.

XYZ file:
```
14
C5H7NO, DFT ωB97M-V/def2-TZVPD
N 2.740 0.112 -0.226
C 1.519 -0.040 0.032
O 0.838 -1.238 0.194
C -0.230 -0.669 -0.613
C -1.504 -0.451 0.176
C -0.872 0.842 0.761
C 0.293 0.758 -0.279
H 3.168 -0.817 -0.251
H -0.174 -1.091 -1.616
H -1.783 -1.252 0.864
H -2.338 -0.236 -0.499
H -0.568 0.770 1.807
H -1.491 1.734 0.637
H 0.403 1.576 -0.988
```

Output
Total charge: 0
Multiplicity: 1
ΔE to the lowest compared entry with this formula, charge and spin (kJ/mol): 211.3
Kohn-Sham gap (eV): 11.02
LUMO (Eh): 0.03630

=====

# 3
ORCA calculation (ωB97M-V/def2-TZVPD) on a 2-piece molecular cluster, C4H9Cl2N2 overall.

XYZ file:
```
17
C4H9Cl2N2, DFT ωB97M-V/def2-TZVPD
C -0.320 2.262 -0.601
C 0.494 0.509 0.759
C -0.403 -0.481 0.366
C -1.689 -0.348 -0.394
N 0.462 1.774 0.328
N -0.140 -1.758 0.709
Cl 2.760 -1.486 -0.257
Cl 1.823 2.741 0.944
H -0.605 3.276 -0.849
H -0.971 1.478 -0.998
H 1.426 0.223 1.257
H -1.526 -0.395 -1.500
H -2.434 0.591 -0.202
H -2.124 -1.301 -0.151
H 0.723 -2.002 1.275
H -0.708 -2.618 0.383
H 3.231 -2.466 -1.068
```

Output
Total charge: +1
Multiplicity: 1
ΔE to the lowest compared entry with this formula, charge and spin (kJ/mol): 288.4
Kohn-Sham gap (spin up / spin down) (eV): 7.80 / 7.79
LUMO (spin up / spin down) (Eh): -0.17918 / -0.17924

=====

# 4
ORCA calculation (ωB97M-V/def2-TZVPD) on C3H4AlO4 as an isolated structure.

XYZ file:
```
12
C3H4AlO4, DFT ωB97M-V/def2-TZVPD
C 1.451 0.582 -0.930
C 0.309 -0.214 -0.409
O -0.608 0.651 0.323
C -1.375 0.107 1.230
O -1.761 -1.104 1.129
O -1.427 0.630 2.392
O 1.363 0.552 -2.382
Al -1.626 -1.044 2.729
H 1.302 1.640 -0.637
H 0.617 -1.072 0.405
H 2.082 0.012 -2.706
H -0.329 -0.740 -1.145
```

Output
Total charge: +1
Multiplicity: 1
ΔE to the lowest compared entry with this formula, charge and spin (kJ/mol): 251.8
Kohn-Sham gap (spin up / spin down) (eV): 5.87 / 9.45
LUMO (spin up / spin down) (Eh): -0.27590 / -0.18802

=====

Copy entry 4 word for word.
ORCA calculation (ωB97M-V/def2-TZVPD) on C3H4AlO4 as an isolated structure.

XYZ file:
```
12
C3H4AlO4, DFT ωB97M-V/def2-TZVPD
C 1.451 0.582 -0.930
C 0.309 -0.214 -0.409
O -0.608 0.651 0.323
C -1.375 0.107 1.230
O -1.761 -1.104 1.129
O -1.427 0.630 2.392
O 1.363 0.552 -2.382
Al -1.626 -1.044 2.729
H 1.302 1.640 -0.637
H 0.617 -1.072 0.405
H 2.082 0.012 -2.706
H -0.329 -0.740 -1.145
```

Output
Total charge: +1
Multiplicity: 1
ΔE to the lowest compared entry with this formula, charge and spin (kJ/mol): 251.8
Kohn-Sham gap (spin up / spin down) (eV): 5.87 / 9.45
LUMO (spin up / spin down) (Eh): -0.27590 / -0.18802

=====

Repeat the second record exactly.
ORCA calculation (ωB97M-V/def2-TZVPD) on C5H7NO as an isolated structure.

XYZ file:
```
14
C5H7NO, DFT ωB97M-V/def2-TZVPD
N 2.740 0.112 -0.226
C 1.519 -0.040 0.032
O 0.838 -1.238 0.194
C -0.230 -0.669 -0.613
C -1.504 -0.451 0.176
C -0.872 0.842 0.761
C 0.293 0.758 -0.279
H 3.168 -0.817 -0.251
H -0.174 -1.091 -1.616
H -1.783 -1.252 0.864
H -2.338 -0.236 -0.499
H -0.568 0.770 1.807
H -1.491 1.734 0.637
H 0.403 1.576 -0.988
```

Output
Total charge: 0
Multiplicity: 1
ΔE to the lowest compared entry with this formula, charge and spin (kJ/mol): 211.3
Kohn-Sham gap (eV): 11.02
LUMO (Eh): 0.03630